{"formula": "C5H7Cl2N2O3", "method": "ωB97M-V/def2-TZVPD", "homo_lumo_gap_ha": [0.306, 0.319], "spin_multiplicity": 2, "elements": ["C", "C", "C", "O", "Cl", "Cl", "C", "N", "H", "H", "H", "H", "H", "C", "H", "H", "N", "O", "O"], "xyz": [[-0.943, -0.249, 0.516], [0.125, 0.674, 0.620], [1.192, 0.485, 1.668], [1.080, 1.055, 2.749], [-2.525, 0.494, 0.194], [-1.096, -1.275, 1.991], [0.131, 1.990, -0.088], [2.239, -0.283, 1.338], [1.134, 2.211, -0.471], [-0.585, 1.994, -0.920], [-0.165, 2.798, 0.599], [2.998, -0.387, 2.000], [2.346, -0.645, 0.397], [-0.883, -1.651, -0.995], [0.129, -2.049, -0.893], [-1.685, -2.340, -0.730], [-1.106, -1.096, -2.313], [-0.159, -0.566, -2.883], [-2.228, -1.160, -2.778]], "lowdin_spin": [0.02, 0.46, 0.03, 0.04, 0.01, 0.01, 0.07, 0.01, 0.01, 0.00, 0.03, 0.00, 0.00, 0.21, 0.00, 0.01, 0.02, 0.01, 0.04]}